Computed, not measured: a 10-piece molecular cluster, C54H131N3O24 overall in a non-equilibrium geometry, with wB97M-V/def2-TZVPD.

Values from the calculation:
LUMO = 0.60 eV
HOMO level = -0.31608 Eh
SMILES = COC[C@H](C)N.COC[C@H](C)N.COC[C@H](C)N.COCCOCCOC.COCCOCCOC.COCCOCCOC.COCCOCCOC.COCCOCCOC.COCCOCCOC.COCCOCCOC
Gap between HOMO and LUMO = 9.20 eV
Maximum force = 3.04 eV/A

Last column: Löwdin charge in e.
Cartesian coordinates (Å):
C1 -5.738 20.204 1.910  -0.088
O1 -6.419 21.462 1.723  -0.172
C2 -6.428 22.222 2.924  -0.205
C3 -7.240 23.521 2.813  -0.416
C4 -6.819 24.569 1.790  -0.081
N1 -7.212 24.311 4.046  -0.001
H1 -5.786 19.563 1.030  0.086
H2 -6.075 19.628 2.772  0.063
H3 -4.692 20.475 2.050  0.085
H4 -6.655 21.645 3.821  0.124
H5 -5.426 22.544 3.205  0.117
H6 -8.309 23.321 2.745  0.135
H7 -7.354 25.513 1.888  0.077
H8 -6.951 24.143 0.795  0.067
H9 -5.733 24.644 1.741  0.079
H10 -7.898 25.052 4.039  0.066
H11 -6.290 24.673 4.240  0.066
C5 -2.621 18.040 0.443  -0.099
O2 -3.509 16.956 0.187  -0.202
C6 -2.864 15.655 0.314  -0.157
C7 -3.903 14.521 0.333  -0.405
C8 -3.277 13.179 0.019  -0.041
N2 -4.885 14.713 -0.721  0.081
H12 -1.965 17.920 1.305  0.082
H13 -3.145 18.981 0.612  0.075
H14 -1.971 18.167 -0.422  0.074
H15 -2.271 15.575 -0.596  0.115
H16 -2.174 15.689 1.157  0.112
H17 -4.416 14.463 1.293  0.110
H18 -3.977 12.358 0.179  0.076
H19 -2.415 12.979 0.655  0.068
H20 -2.889 13.145 -0.999  0.064
H21 -4.486 14.276 -1.539  0.035
H22 -4.855 15.686 -0.992  0.062
C9 -3.507 10.130 -2.047  -0.036
O3 -3.490 8.884 -2.880  -0.210
C10 -4.460 8.872 -3.981  -0.136
C11 -4.340 7.479 -4.682  -0.425
C12 -5.446 7.031 -5.655  -0.066
N3 -4.251 6.469 -3.633  0.029
H23 -4.463 10.517 -1.695  0.070
H24 -3.288 11.036 -2.611  0.053
H25 -2.951 10.048 -1.113  0.066
H26 -5.463 9.032 -3.586  0.111
H27 -4.296 9.720 -4.645  0.117
H28 -3.414 7.440 -5.257  0.123
H29 -5.567 7.691 -6.514  0.070
H30 -6.439 7.088 -5.210  0.071
H31 -5.216 6.012 -5.965  0.072
H32 -3.683 6.850 -2.890  0.043
H33 -3.763 5.710 -4.087  0.070
C13 -1.184 16.708 -3.825  -0.106
O4 -0.164 15.816 -3.352  -0.228
C14 1.214 16.214 -3.712  -0.145
C15 2.255 15.146 -3.346  -0.189
O5 3.584 15.375 -3.737  -0.132
C16 4.371 16.398 -3.097  -0.175
C17 5.851 16.229 -3.380  -0.199
O6 6.580 17.102 -2.513  -0.177
C18 7.964 16.774 -2.541  -0.114
H34 -2.098 16.451 -3.289  0.078
H35 -1.488 16.649 -4.871  0.082
H36 -0.913 17.737 -3.586  0.085
H37 1.504 17.108 -3.161  0.113
H38 1.212 16.342 -4.794  0.127
H39 2.062 14.279 -3.978  0.135
H40 2.180 14.987 -2.270  0.108
H41 4.238 16.423 -2.015  0.113
H42 3.962 17.363 -3.396  0.123
H43 6.055 16.381 -4.440  0.130
H44 6.082 15.194 -3.127  0.126
H45 8.262 15.730 -2.637  0.082
H46 8.450 17.177 -1.653  0.088
H47 8.369 17.199 -3.460  0.084
C19 -10.877 12.128 -3.798  -0.078
O7 -10.986 13.404 -3.164  -0.216
C20 -11.619 13.626 -1.935  -0.214
C21 -11.443 15.108 -1.717  -0.105
O8 -9.967 15.342 -1.474  -0.173
C22 -9.544 16.677 -1.367  -0.195
C23 -8.164 16.753 -0.628  -0.145
O9 -8.309 16.305 0.755  -0.205
C24 -8.125 14.872 0.919  -0.094
H48 -11.908 11.787 -3.891  0.087
H49 -10.203 11.395 -3.355  0.071
H50 -10.508 12.378 -4.793  0.092
H51 -11.065 12.987 -1.248  0.122
H52 -12.648 13.267 -1.901  0.124
H53 -11.910 15.296 -0.750  0.121
H54 -11.911 15.728 -2.482  0.129
H55 -10.265 17.244 -0.779  0.118
H56 -9.499 17.146 -2.350  0.118
H57 -7.767 17.761 -0.504  0.114
H58 -7.345 16.298 -1.185  0.100
H59 -8.603 14.648 1.872  0.067
H60 -7.088 14.539 0.861  0.069
H61 -8.753 14.254 0.278  0.068
C25 -7.906 9.102 -1.581  -0.106
O10 -7.861 10.174 -2.526  -0.174
C26 -7.663 11.375 -1.773  -0.203
C27 -7.604 12.561 -2.729  -0.165
O11 -6.286 12.640 -3.270  -0.136
C28 -5.951 13.848 -4.025  -0.162
C29 -4.541 13.791 -4.539  -0.178
O12 -3.698 13.564 -3.405  -0.227
C30 -2.394 13.154 -3.747  -0.101
H62 -8.627 9.218 -0.771  0.089
H63 -6.917 8.909 -1.166  0.072
H64 -8.100 8.164 -2.101  0.089
H65 -6.766 11.260 -1.164  0.109
H66 -8.439 11.594 -1.040  0.113
H67 -7.986 13.453 -2.232  0.117
H68 -8.288 12.371 -3.556  0.104
H69 -6.030 14.764 -3.440  0.115
H70 -6.691 13.880 -4.824  0.128
H71 -4.327 14.780 -4.942  0.126
H72 -4.391 12.983 -5.255  0.127
H73 -2.480 12.233 -4.324  0.088
H74 -1.938 12.712 -2.860  0.069
H75 -1.746 13.946 -4.122  0.081
C31 -8.474 18.149 3.322  -0.111
O13 -7.598 17.776 4.377  -0.174
C32 -6.782 16.617 4.112  -0.166
C33 -5.519 16.888 3.269  -0.147
O14 -4.548 17.773 3.901  -0.132
C34 -3.851 17.236 5.025  -0.166
C35 -3.183 15.854 4.938  -0.171
O15 -4.211 14.872 4.940  -0.201
C36 -3.788 13.607 4.685  -0.136
H76 -7.889 18.154 2.402  0.056
H77 -8.765 19.196 3.407  0.085
H78 -9.399 17.589 3.186  0.088
H79 -7.400 15.912 3.557  0.103
H80 -6.624 16.059 5.035  0.117
H81 -5.869 17.490 2.431  0.095
H82 -5.162 15.974 2.796  0.106
H83 -4.611 17.055 5.785  0.120
H84 -3.099 17.964 5.331  0.127
H85 -2.631 15.616 5.847  0.128
H86 -2.523 15.792 4.072  0.123
H87 -3.046 13.241 5.396  0.075
H88 -3.467 13.471 3.652  0.094
H89 -4.628 12.963 4.945  0.089
C37 0.363 10.516 -0.369  -0.135
O16 0.055 11.848 -0.355  -0.209
C38 1.065 12.821 -0.170  -0.171
C39 0.461 14.211 -0.352  -0.186
O17 1.419 15.229 -0.027  -0.140
C40 0.881 16.597 0.077  -0.132
C41 2.006 17.582 0.088  -0.240
O18 2.714 17.484 1.270  -0.188
C42 3.751 18.454 1.579  -0.055
H90 0.910 10.304 -1.287  0.089
H91 -0.556 9.934 -0.298  0.075
H92 1.024 10.132 0.408  0.087
H93 1.896 12.549 -0.820  0.129
H94 1.334 12.724 0.882  0.130
H95 -0.437 14.233 0.265  0.103
H96 0.113 14.205 -1.384  0.109
H97 0.379 16.571 1.044  0.125
H98 0.157 16.776 -0.718  0.108
H99 1.680 18.601 -0.123  0.126
H100 2.797 17.458 -0.652  0.108
H101 4.606 18.162 0.969  0.082
H102 4.017 18.419 2.635  0.087
H103 3.451 19.459 1.281  0.082
C43 -1.725 10.829 3.408  -0.084
O19 -1.353 11.566 4.543  -0.184
C44 -1.567 10.941 5.769  -0.216
C45 -0.543 9.823 6.259  -0.107
O20 -0.486 8.577 5.486  -0.147
C46 -1.702 7.852 5.447  -0.222
C47 -1.625 6.841 4.355  -0.174
O21 -1.271 7.448 3.070  -0.218
C48 -0.640 6.542 2.133  -0.079
H104 -1.310 11.440 2.606  0.086
H105 -2.778 10.725 3.149  0.086
H106 -1.255 9.845 3.417  0.076
H107 -2.614 10.644 5.831  0.113
H108 -1.591 11.677 6.572  0.114
H109 -0.840 9.555 7.273  0.111
H110 0.487 10.173 6.319  0.123
H111 -2.602 8.442 5.274  0.118
H112 -1.815 7.379 6.422  0.131
H113 -2.530 6.243 4.248  0.114
H114 -0.812 6.180 4.655  0.121
H115 0.110 5.872 2.554  0.087
H116 -0.302 7.182 1.319  0.086
H117 -1.352 5.857 1.672  0.063
C49 -4.534 5.115 1.731  -0.064
O22 -5.031 6.332 1.122  -0.197
C50 -4.117 7.060 0.363  -0.189
C51 -3.629 8.339 1.119  -0.181
O23 -4.550 9.386 1.129  -0.165
C52 -5.796 9.221 1.830  -0.126
C53 -6.428 10.638 1.882  -0.164
O24 -6.956 10.806 3.174  -0.176
C54 -7.151 12.146 3.481  -0.126
H118 -3.842 5.439 2.508  0.064
H119 -4.035 4.455 1.021  0.087
H120 -5.323 4.504 2.169  0.087
H121 -4.442 7.191 -0.670  0.117
H122 -3.222 6.438 0.355  0.097
H123 -2.675 8.608 0.666  0.111
H124 -3.542 8.006 2.154  0.112
H125 -5.679 8.729 2.796  0.130
H126 -6.435 8.562 1.243  0.107
H127 -7.281 10.756 1.214  0.115
H128 -5.628 11.373 1.796  0.113
H129 -6.212 12.696 3.416  0.062
H130 -7.388 12.267 4.538  0.096
H131 -7.857 12.743 2.904  0.072